This record from the Open Molecules 2025 dataset describes a structure of composition C3H7N3O2 in a non-equilibrium geometry. The level of theory is ωB97M-V with the def2-TZVPD basis set.

```
15
Properties=species:S:1:pos:R:3
O 0.486 -1.474 0.039
O 0.180 0.420 1.337
H 1.837 0.338 -0.660
H 4.163 0.641 0.805
N 1.758 -1.717 0.434
H -1.662 1.466 0.125
H -2.337 -0.729 0.682
H -3.084 0.666 -0.456
N 2.506 -0.062 -0.058
H -1.761 1.043 -1.613
C -2.075 0.768 -0.545
C -1.583 -0.567 -0.046
H -1.594 -1.277 -0.842
N 3.421 0.934 0.145
C -0.253 -0.449 0.652
```

## Properties
Molecular weight (u): 117.1
Electronic energy (eV): -11782.5526
LUMO (alpha / beta) (eV): -0.79 / -0.79
Gap between HOMO and LUMO (alpha / beta) (eV): 7.613 / 7.615
Total charge: 0